No. 1
{"formula": "C21H16N4S5Zr", "method": "the ωB97M-V functional and the def2-TZVPD basis", "elements": ["Zr", "S", "C", "N", "C", "C", "C", "C", "C", "C", "S", "H", "H", "H", "H", "C", "C", "C", "C", "N", "C", "C", "H", "H", "H", "H", "H", "H", "H", "S", "C", "S", "C", "N", "N", "C", "C", "C", "C", "C", "C", "S", "H", "H", "H", "H", "H"], "coordinates": [[1.814, -1.603, -0.762], [4.028, -2.385, -1.239], [3.983, -2.023, 0.501], [2.897, -1.470, 1.060], [3.024, -1.334, 2.446], [2.076, -0.825, 3.326], [2.414, -0.778, 4.662], [3.665, -1.222, 5.116], [4.608, -1.729, 4.246], [4.264, -1.780, 2.897], [5.225, -2.379, 1.580], [1.108, -0.484, 2.984], [1.701, -0.392, 5.378], [3.897, -1.170, 6.171], [5.568, -2.071, 4.608], [1.447, 4.870, -1.383], [1.498, 3.378, -1.307], [0.390, 2.636, -0.898], [0.473, 1.266, -0.833], [1.599, 0.593, -1.150], [2.677, 1.306, -1.557], [2.660, 2.676, -1.637], [0.433, 5.241, -1.254], [1.835, 5.220, -2.340], [2.075, 5.296, -0.599], [-0.542, 3.120, -0.641], [-0.386, 0.680, -0.526], [3.566, 0.744, -1.819], [3.548, 3.196, -1.970], [-2.064, 0.507, -3.448], [-1.854, -0.754, -2.468], [-0.366, -1.741, -2.410], [-0.950, -2.526, -0.936], [-2.153, -2.227, -0.650], [-2.683, -1.348, -1.558], [-4.078, -1.001, -1.405], [-4.529, -0.553, -0.177], [-5.875, -0.248, -0.043], [-6.733, -0.389, -1.125], [-6.257, -0.843, -2.348], [-4.916, -1.159, -2.496], [0.258, -3.297, 0.069], [-3.850, -0.463, 0.660], [-6.253, 0.098, 0.909], [-7.781, -0.150, -1.012], [-6.931, -0.961, -3.184], [-4.531, -1.524, -3.439]], "mulliken_charge": [0.79, -0.36, 0.63, -0.05, -0.08, -0.69, -0.68, -0.55, -0.55, 1.11, -0.07, 0.41, 0.40, 0.42, 0.43, -1.43, 1.20, -0.96, -0.52, -0.05, -0.19, -0.72, 0.37, 0.39, 0.34, 0.40, 0.81, 0.47, 0.47, -0.14, 0.19, -0.01, 0.38, -0.68, 0.81, 0.50, -0.38, -0.64, -0.51, -0.64, -0.36, -0.29, 0.39, 0.38, 0.41, 0.39, 0.45], "energy_ev": -83440.780, "total_charge": 2, "e_homo_ev": -13.6482, "multiplicity": 1, "homo_lumo_gap_ev": 5.98}

---

No. 2
{"formula": "C15H35N8O20", "method": "the ωB97M-V functional and the def2-TZVPD basis", "elements": ["C", "C", "O", "C", "O", "C", "C", "C", "C", "O", "O", "H", "H", "H", "H", "H", "H", "H", "H", "H", "H", "H", "C", "N", "O", "O", "H", "H", "H", "C", "N", "O", "O", "H", "H", "H", "C", "N", "O", "O", "H", "H", "H", "C", "N", "O", "O", "H", "H", "H", "C", "N", "O", "O", "H", "H", "H", "C", "N", "O", "O", "H", "H", "H", "C", "N", "O", "O", "H", "H", "H", "C", "N", "O", "O", "H", "H", "H"], "coordinates": [[2.857, -1.323, -1.618], [3.218, -1.157, -3.192], [4.591, -0.745, -3.423], [4.670, 0.686, -3.590], [4.404, 1.379, -2.591], [5.137, 1.209, -5.011], [4.682, 2.700, -5.368], [3.214, 3.097, -4.880], [2.045, 2.156, -5.413], [2.178, 0.985, -5.884], [0.749, 2.667, -5.312], [1.707, -1.303, -1.521], [3.179, -2.337, -1.204], [3.265, -0.455, -0.993], [2.965, -2.179, -3.663], [2.531, -0.355, -3.618], [4.826, 0.507, -5.867], [6.290, 1.208, -5.003], [4.751, 2.861, -6.498], [5.418, 3.427, -4.856], [3.002, 4.148, -5.309], [3.100, 3.209, -3.748], [0.322, -4.069, 1.312], [1.331, -3.010, 1.046], [2.315, -3.320, 0.400], [1.096, -1.900, 1.499], [0.657, -4.994, 0.855], [0.239, -4.177, 2.386], [-0.620, -3.740, 0.873], [-2.136, -7.146, 3.280], [-1.136, -6.079, 3.028], [-0.147, -6.378, 2.373], [-1.378, -4.977, 3.498], [-1.796, -8.066, 2.810], [-2.217, -7.272, 4.360], [-3.081, -6.815, 2.847], [0.438, -1.277, 4.504], [-0.428, -0.617, 5.516], [-1.277, 0.155, 5.111], [-0.222, -0.898, 6.688], [0.145, -0.935, 3.514], [1.468, -0.996, 4.719], [0.293, -2.352, 4.599], [-0.182, 2.845, -2.274], [0.348, 2.094, -1.107], [0.488, 0.889, -1.230], [0.607, 2.741, -0.103], [-0.365, 2.148, -3.090], [-1.109, 3.325, -1.961], [0.568, 3.581, -2.560], [-1.494, 4.180, -6.473], [-1.963, 5.588, -6.372], [-2.251, 6.007, -5.262], [-2.026, 6.227, -7.411], [-1.488, 3.739, -5.480], [-2.187, 3.650, -7.127], [-0.489, 4.196, -6.892], [-5.010, -3.666, 1.957], [-5.152, -5.090, 1.555], [-4.152, -5.792, 1.609], [-6.257, -5.454, 1.200], [-3.976, -3.485, 2.248], [-5.282, -3.054, 1.098], [-5.683, -3.493, 2.796], [0.026, 0.017, 9.587], [0.242, 0.225, 11.043], [-0.729, 0.523, 11.718], [1.380, 0.083, 11.457], [-1.026, 0.176, 9.362], [0.647, 0.737, 9.056], [0.319, -1.005, 9.354], [-3.725, 5.846, -0.306], [-3.842, 4.419, -0.699], [-2.833, 3.738, -0.640], [-4.943, 4.033, -1.053], [-2.696, 6.047, -0.016], [-4.007, 6.449, -1.169], [-4.402, 6.013, 0.531]], "mulliken_charge": [-0.61, -0.06, -0.41, 0.48, -0.53, -0.42, -0.65, -0.38, 0.40, -0.66, -0.70, 0.10, 0.27, 0.24, 0.27, 0.07, 0.25, 0.35, 0.29, 0.32, 0.32, 0.16, -0.80, 0.88, -0.54, -0.51, 0.37, 0.26, 0.33, -0.69, 0.97, -0.57, -0.48, 0.31, 0.30, 0.22, -0.74, 0.88, -0.52, -0.53, 0.36, 0.32, 0.23, -0.45, 0.93, -0.49, -0.60, 0.29, 0.07, 0.27, -0.49, 0.92, -0.54, -0.58, 0.14, 0.26, 0.25, -0.64, 0.86, -0.58, -0.51, 0.23, 0.30, 0.28, -0.70, 0.87, -0.52, -0.52, 0.33, 0.28, 0.27, -0.73, 0.86, -0.54, -0.52, 0.31, 0.29, 0.28], "energy_ev": -68971.033, "total_charge": -1, "e_homo_ev": -4.7197, "multiplicity": 1, "homo_lumo_gap_ev": 5.39}

---

No. 3
{"formula": "C5H2", "method": "the ωB97M-V functional and the def2-TZVPD basis", "elements": ["C", "C", "C", "C", "C", "H", "H"], "coordinates": [[-0.416, 0.936, -4.004], [-0.226, 1.362, -2.787], [-0.279, -0.466, -0.136], [-0.235, -1.296, 0.740], [0.161, 1.670, -1.629], [0.516, 1.561, -0.635], [0.205, -2.103, 1.317]], "mulliken_charge": [-0.49, 0.30, -0.44, -0.12, -0.01, 0.47, 0.29], "energy_ev": -5205.193, "total_charge": 0, "e_homo_ev": [-10.6348, -9.4060], "multiplicity": 1, "homo_lumo_gap_ev": [8.27, 6.58]}

---

Relative energy (zero: lowest compared OMol25 entry of this formula, charge and spin) for the records above, in order: 8.7; 60.9; 120.6 kcal/mol